15
Properties=species:S:1:pos:R:3 method="wB97M-V/def2-TZVPD" total_energy_ev=-7828.631 charge=0 homo_energy_ev=-6.12 lumo_ev=0.93 gap_ev=7.0509 de_lowest_kcal_mol=85.07
O -0.224 -0.573 1.057
N 0.171 -0.153 -1.143
C -1.033 -0.587 -1.570
C 2.018 0.272 0.459
C 0.639 -0.162 0.092
C -1.433 0.206 1.168
H -1.324 -0.355 -2.579
H -1.547 0.408 2.231
H 0.767 0.299 -1.828
H 2.608 0.512 -0.434
H -1.527 -1.342 -0.980
H -1.375 1.150 0.616
H 2.001 1.163 1.100
H 2.572 -0.502 1.006
H -2.312 -0.336 0.804

14
Properties=species:S:1:pos:R:3 method="wB97M-V/def2-TZVPD" total_energy_ev=-6789.549 charge=0 homo_energy_ev=-8.64 lumo_ev=0.92 gap_ev=9.5602 de_lowest_kcal_mol=126.99
O -2.146 1.301 0.306
N 1.389 -0.398 -0.222
C -0.731 1.140 -0.202
C -0.409 -0.322 -0.081
C 1.979 -1.688 0.147
H -0.418 -0.664 0.971
H 1.770 -1.772 1.231
H 1.729 -2.491 -0.521
H -2.361 2.239 0.459
H -0.126 1.778 0.433
H -1.058 -0.861 -0.632
H -0.615 1.424 -1.234
H 3.046 -1.551 0.095
H 0.448 -0.499 -0.884

9
Properties=species:S:1:pos:R:3 method="wB97M-V/def2-TZVPD" total_energy_ev=-16432.837 charge=0 homo_energy_ev="-8.31 / -8.31" lumo_ev="-0.03 / -0.03" gap_ev="8.2790 / 8.2800" de_lowest_kcal_mol=129.36
P 0.190 1.653 -0.407
O 0.738 -1.019 0.065
N -0.812 -1.795 -1.774
N -0.094 -2.580 -1.277
C -0.005 -0.187 -0.492
C 0.728 -2.356 -0.305
H -1.221 1.990 -0.944
H -0.252 1.941 1.072
H 1.633 -2.797 0.058

103
Properties=species:S:1:pos:R:3 method="wB97M-V/def2-TZVPD" total_energy_ev=-343214.518 charge=0 homo_energy_ev=-7.34 lumo_ev=-0.56 gap_ev=6.7819 de_lowest_kcal_mol=0.23
Sb 4.582 0.295 3.455
In -0.046 -0.556 0.687
Se 5.677 -1.565 2.470
Se 2.154 0.693 2.542
Se 2.445 -0.279 4.719
Se 5.555 2.332 4.153
P 2.096 -0.073 -0.880
P -1.233 1.527 -0.806
O 0.567 -2.667 0.922
O -0.883 -1.529 -1.152
C -3.003 1.664 -1.216
C -5.625 1.828 -2.141
C 3.537 -3.684 -2.203
C -0.549 4.256 -1.134
C 3.315 1.187 -0.428
C -1.823 0.645 2.879
C 0.265 5.614 0.678
C 0.165 -3.673 -1.195
C -0.058 5.465 -0.666
C 2.936 -1.668 -0.940
C 3.326 -3.732 0.345
C -0.718 3.181 -0.259
C 3.132 -2.263 0.243
C -4.965 -0.111 1.052
C 3.649 -4.510 -0.958
C 3.193 -2.399 -2.197
C 0.089 4.556 1.557
C -0.955 -1.699 3.413
C 1.452 -5.706 -1.781
C 2.894 2.480 -0.110
C -1.321 -2.835 -3.051
C -1.061 1.366 3.948
C 2.425 -5.454 -0.679
C 0.814 -3.548 0.051
C -1.483 -0.711 2.382
C -0.636 1.438 -2.557
C 5.582 1.819 0.077
C 1.939 -4.485 0.422
C 0.860 1.563 -2.854
C -3.032 1.003 2.373
C -3.605 0.564 -1.830
C 0.437 -4.874 -2.004
C 3.815 3.435 0.286
C -0.663 -2.652 -1.703
C -3.577 -0.112 1.606
C -5.044 2.911 -1.501
C 4.666 0.861 -0.333
C -3.788 2.274 2.606
C -2.896 -2.528 1.102
C -2.688 -1.136 1.618
C -4.903 0.650 -2.301
C 1.665 0.283 -2.623
C -3.732 2.834 -1.044
C 5.158 3.103 0.387
C -0.401 3.345 1.087
H 3.475 4.427 0.553
H -0.793 4.152 -2.184
H 0.078 6.291 -1.351
H -4.618 2.116 3.302
H -0.024 1.582 3.688
H 2.609 0.340 -3.170
H -5.697 -0.186 1.862
H -0.237 -5.091 -2.822
H 6.623 1.546 0.191
H 1.713 -4.912 1.399
H -5.134 -0.950 0.377
H 2.969 -1.728 1.171
H -1.006 0.478 -2.923
H -0.736 -2.670 2.974
H -1.030 0.765 4.862
H 1.842 2.739 -0.131
H 4.608 -5.030 -0.955
H -3.153 3.058 3.018
H -0.572 -3.000 -3.828
H 3.139 -1.862 -3.136
H -6.642 1.894 -2.504
H -5.606 3.825 -1.361
H 1.113 -0.583 -3.000
H 1.304 2.399 -2.308
H 0.350 4.659 2.602
H -3.519 -2.535 0.205
H -3.392 -3.150 1.853
H 3.966 -3.994 1.184
H -3.279 3.692 -0.562
H -1.952 -3.015 0.855
H 5.872 3.833 0.743
H -1.184 2.207 -3.106
H 0.658 6.557 1.037
H 1.587 -6.576 -2.412
H -3.051 -0.364 -1.922
H -0.524 2.513 1.768
H 2.773 -6.391 -0.244
H -1.713 -1.837 4.192
H -0.041 -1.344 3.888
H -1.986 -3.700 -3.049
H -1.897 -1.943 -3.287
H 0.958 1.821 -3.911
H -5.182 0.810 0.509
H -5.361 -0.205 -2.781
H -4.223 2.650 1.677
H 4.999 -0.149 -0.531
H 3.759 -4.173 -3.145
H -1.543 2.311 4.202

102
Properties=species:S:1:pos:R:3 method="wB97M-V/def2-TZVPD" total_energy_ev=-84058.843 smiles="COC(=O)OC.COC(=O)OC.COC(=O)OC.COC(=O)OC.COC(=O)OC.COC(=O)OC.O=C1OCCO1.O=C1OCCO1.O=C1OCCO1" charge=0 homo_energy_ev=-10.49 lumo_ev=0.18 gap_ev=10.6721 de_lowest_kcal_mol=26.74
O 11.254 12.013 1.031
O 16.128 11.547 -3.562
O 15.322 16.539 -0.665
O 12.035 14.104 0.637
O 14.388 8.895 3.045
O 19.011 14.390 -6.440
O 13.323 12.393 1.357
O 14.235 11.616 -9.912
O 11.634 16.291 -3.005
O 16.894 7.145 1.334
O 17.605 5.381 2.332
O 14.025 11.722 -2.972
O 16.379 15.844 -2.392
O 15.502 10.629 -1.658
O 12.572 8.521 1.823
O 16.852 8.154 -3.739
O 11.243 14.402 -4.071
O 18.056 13.303 -8.196
O 15.064 7.446 -4.939
O 16.835 8.461 -5.861
O 13.319 15.269 -4.094
O 12.358 8.828 3.995
O 13.288 13.644 -9.657
O 18.037 7.401 3.233
O 19.444 12.267 -6.766
O 13.879 12.479 -7.861
O 15.319 17.814 -2.511
C 13.057 13.510 -7.336
C 10.019 14.718 -3.423
C 16.410 7.459 -2.576
C 10.009 12.341 0.452
C 12.180 12.983 1.038
C 15.648 16.844 -1.886
C 18.312 4.647 3.350
C 14.393 13.246 1.775
C 13.067 8.771 3.030
C 13.017 14.449 -8.528
C 13.361 8.802 0.664
C 16.272 8.563 -7.171
C 12.173 15.325 -3.786
C 15.019 9.359 4.238
C 12.975 11.685 -2.007
C 20.258 12.563 -5.657
C 17.544 6.684 2.389
C 16.938 8.538 1.055
C 10.252 16.090 -2.793
C 18.730 13.299 -7.219
C 14.544 17.486 0.071
C 19.913 14.036 -5.387
C 15.728 12.083 -4.807
C 13.790 12.457 -9.226
C 16.743 15.895 -3.766
C 16.163 7.949 -4.869
C 15.214 11.235 -2.637
H 14.365 17.124 1.076
H 14.815 10.411 4.423
H 18.694 3.795 2.795
H 12.055 14.946 -8.653
H 15.804 15.823 -4.321
H 9.958 16.111 -1.742
H 15.154 12.720 2.335
H 9.781 13.943 -2.693
H 13.463 11.824 -1.041
H 12.396 12.567 -2.276
H 19.291 14.068 -4.493
H 21.302 12.403 -5.930
H 16.926 9.026 2.030
H 9.229 14.683 -4.174
H 16.523 6.372 -2.580
H 17.064 8.687 -7.900
H 13.573 13.944 -6.482
H 13.781 15.222 -8.403
H 12.390 10.766 -2.039
H 17.267 16.798 -4.073
H 15.086 18.431 0.079
H 9.726 16.936 -3.244
H 14.835 8.696 5.079
H 14.014 9.647 0.883
H 20.754 14.721 -5.431
H 16.094 8.869 0.466
H 12.689 9.143 -0.118
H 16.528 12.192 -5.533
H 15.019 11.399 -5.288
H 17.630 4.370 4.145
H 19.176 5.233 3.656
H 17.311 14.978 -3.895
H 15.145 12.999 -4.690
H 16.902 7.937 -1.740
H 15.320 7.551 -2.548
H 9.498 11.462 0.057
H 16.084 9.273 4.025
H 12.044 13.246 -7.022
H 13.940 14.021 2.403
H 15.648 9.458 -7.209
H 20.033 11.925 -4.805
H 10.080 13.052 -0.369
H 14.798 13.831 0.947
H 9.339 12.697 1.238
H 15.648 7.681 -7.312
H 13.989 7.970 0.352
H 13.601 17.620 -0.458
H 17.887 8.830 0.606

75
Properties=species:S:1:pos:R:3 method="wB97M-V/def2-TZVPD" total_energy_ev=-221484.183 s_squared=2.01 spin_multiplicity=3 charge=0 homo_energy_ev="-8.70 / -8.73" lumo_ev="-1.16 / -1.00" gap_ev="7.5400 / 7.7314" de_lowest_kcal_mol=0.00
Br 8.830 -17.744 -7.241
Se 7.923 -19.173 -1.302
V 8.837 -16.592 0.588
F 6.841 -19.485 3.805
F 10.870 -13.664 2.434
F 7.681 -17.437 4.290
F 11.293 -12.528 0.526
O 9.516 -18.387 -0.555
O 6.611 -17.894 2.224
O 9.109 -13.431 0.894
O 8.178 -16.098 -1.166
O 8.810 -18.808 2.671
O 11.135 -14.807 0.298
O 8.496 -14.367 -2.528
N 10.502 -18.509 -3.628
N 10.732 -15.916 0.950
N 7.012 -16.716 1.676
N 9.540 -17.750 2.257
N 8.438 -14.507 1.303
C 9.248 -17.491 -5.379
C 8.634 -15.500 -2.265
C 8.830 -23.171 -0.850
C 7.591 -25.180 -0.099
C 8.948 -21.817 -1.089
C 10.490 -17.641 -1.404
C 11.465 -16.540 1.777
C 10.054 -17.534 -2.827
C 11.471 -18.876 3.213
C 7.680 -23.706 -0.209
C 12.861 -16.169 2.040
C 10.219 -21.293 -1.641
C 6.792 -21.427 0.043
C 5.269 -15.548 2.882
C 6.555 -13.031 1.426
C 10.128 -18.440 -4.899
C 6.734 -22.827 0.271
C 5.736 -20.601 0.661
C 7.926 -20.940 -0.696
C 9.199 -16.502 -3.229
C 8.744 -16.469 -4.556
C 11.816 -18.370 -1.188
C 6.502 -15.588 2.036
C 7.171 -14.356 1.521
C 10.800 -17.770 2.453
B 7.468 -18.397 3.277
B 10.628 -13.545 1.080
H 8.430 -25.582 0.473
H 8.088 -15.709 -4.943
H 10.699 -19.519 3.599
H 6.673 -25.525 0.367
H 13.305 -15.722 1.131
H 12.016 -19.187 -1.898
H 10.594 -16.598 -1.055
H 9.630 -23.811 -1.249
H 5.604 -13.050 0.858
H 7.215 -12.324 0.908
H 10.492 -19.187 -5.570
H 12.927 -15.496 2.869
H 7.656 -25.561 -1.101
H 4.895 -14.534 3.017
H 4.785 -20.769 0.154
H 6.320 -12.607 2.404
H 11.808 -18.779 -0.172
H 12.074 -19.444 2.471
H 4.456 -16.194 2.522
H 5.981 -23.265 0.848
H 12.132 -18.418 3.955
H 12.645 -17.602 -1.273
H 13.461 -17.067 2.294
H 10.061 -20.660 -2.534
H 6.021 -19.552 0.636
H 10.691 -20.664 -0.937
H 5.542 -15.823 3.904
H 10.902 -22.114 -1.856
H 5.627 -20.901 1.727

28
Properties=species:S:1:pos:R:3 method="wB97M-V/def2-TZVPD" total_energy_ev=-35548.891 s_squared=2.03 spin_multiplicity=3 charge=-2 homo_energy_ev="0.00 / 0.00" lumo_ev="4.35 / 3.40" gap_ev="4.3459 / 3.3949" de_lowest_kcal_mol=58.39
Pd 11.659 -1.563 -17.843
P 10.811 -6.031 -18.315
O 15.109 -0.456 -16.164
O 9.396 0.152 -14.438
O 11.804 -5.308 -17.335
O 11.270 -6.791 -19.563
O 10.210 1.647 -19.793
O 15.628 -1.105 -18.834
O 10.225 -4.826 -19.090
O 9.273 2.923 -14.989
O 9.641 -6.693 -17.529
C 16.572 -0.285 -18.144
C 9.753 2.473 -13.755
C 16.376 -0.739 -16.661
C 9.167 1.117 -13.442
H 15.833 -2.027 -19.005
H 9.832 2.231 -20.479
H 16.298 0.758 -18.303
H 15.220 -0.638 -15.228
H 17.166 -0.175 -16.165
H 9.394 3.185 -13.012
H 8.739 -0.522 -14.246
H 8.084 1.134 -13.319
H 17.595 -0.406 -18.500
H 10.840 2.388 -13.753
H 9.572 2.343 -15.693
H 9.516 0.746 -12.479
H 16.666 -1.790 -16.671

12
Properties=species:S:1:pos:R:3 method="wB97M-V/def2-TZVPD" total_energy_ev=-9241.841 charge=0 homo_energy_ev=-7.91 lumo_ev=0.75 gap_ev=8.6544 de_lowest_kcal_mol=126.30
O -1.825 -0.143 -1.172
O 0.761 -0.276 1.266
N -1.336 1.164 0.643
N -0.015 -0.692 0.128
C 1.806 -0.451 -0.221
C -1.013 0.095 -0.118
H -0.769 1.230 1.480
H -2.301 1.448 0.680
H 2.391 0.401 0.110
H 1.631 -0.374 -1.294
H 2.239 -1.406 0.047
H -1.568 -0.996 -1.548

17
Properties=species:S:1:pos:R:3 method="wB97M-V/def2-TZVPD" total_energy_ev=-8427.510 charge=0 homo_energy_ev="-7.24 / -7.08" lumo_ev="0.93 / 0.93" gap_ev="8.1676 / 8.0006" de_lowest_kcal_mol=86.02
O 1.000 2.206 -0.023
C 1.962 1.340 0.141
C -0.458 -1.734 0.533
C -0.710 -0.273 0.797
C -0.278 -2.338 -0.642
C -0.771 0.628 -0.455
C -0.263 2.001 -0.241
H 1.764 0.278 0.117
H 0.065 0.083 1.492
H -0.801 2.913 -0.456
H -0.414 -2.350 1.430
H -1.804 0.688 -0.811
H -0.089 -3.407 -0.691
H -1.649 -0.172 1.357
H -0.311 -1.807 -1.589
H -0.174 0.162 -1.263
H 2.933 1.780 0.303

117
Properties=species:S:1:pos:R:3 method="wB97M-V/def2-TZVPD" total_energy_ev=-142491.781 charge=0 homo_energy_ev=-7.36 lumo_ev=0.23 gap_ev=7.5904 de_lowest_kcal_mol=0.00
I 2.347 4.546 6.747
I -1.755 0.170 6.285
Y -1.134 -0.187 1.402
S -0.756 -0.984 -1.208
S -3.778 -1.371 1.857
S -2.185 2.168 0.535
S 1.961 2.206 -1.324
F 4.688 -4.505 -4.956
F 4.860 -5.995 -3.397
F -5.450 0.541 2.457
F -3.402 0.857 3.104
F -4.696 -0.516 4.187
F 6.166 -4.273 -3.392
O -4.858 -2.281 1.668
O -0.702 0.349 3.329
O -2.554 -1.872 2.493
O -3.369 -0.566 0.697
N 2.114 -2.552 -1.196
N -1.021 3.136 -1.742
N 1.284 0.446 1.542
N 2.248 0.836 -3.684
N -1.081 4.604 -0.121
N 0.371 -2.142 1.756
N 0.166 1.330 -3.192
N -2.267 0.903 -2.425
N -3.329 -1.007 -2.249
C -0.023 1.212 4.049
C 3.916 -3.922 -2.797
C -2.960 5.365 1.292
C 3.735 0.929 -3.786
C 0.173 0.620 -4.377
C 1.929 -2.649 -2.509
C 1.442 0.312 -4.683
C -4.200 -0.084 -2.809
C -1.373 3.314 -0.457
C 2.305 -2.926 2.898
C 4.129 2.398 -3.943
C -4.384 -0.050 2.987
C -2.908 -3.362 -1.333
C 4.907 -4.673 -3.644
C -5.168 -2.602 -1.978
C -0.937 6.772 1.025
C -3.676 -2.467 -2.302
C 1.560 -1.910 2.308
C -0.759 4.689 2.340
C 4.414 0.296 -2.572
C 1.811 -4.216 2.889
C 0.591 -4.462 2.274
C 1.445 1.448 -2.750
C -2.156 -0.368 -1.987
C 2.799 -3.328 -3.354
C 4.189 0.169 -5.032
C -0.486 4.313 -2.215
C 1.445 1.818 2.059
C -0.303 1.393 5.416
C 0.352 2.332 6.192
C -1.440 5.334 1.136
C 3.189 -3.141 -0.677
C -0.094 -3.397 1.730
C -3.394 -2.927 -3.733
C 2.102 -0.504 2.295
C 4.123 -3.833 -1.430
C 1.030 1.972 3.503
C -0.519 5.220 -1.227
C 1.701 2.901 4.287
C -3.542 1.081 -2.918
C 1.350 3.098 5.610
B -1.184 1.975 -2.757
H -1.021 5.246 3.241
H 0.325 4.722 2.222
H 4.989 -4.286 -0.965
H -3.930 -2.309 -4.454
H 4.196 0.851 -1.666
H 0.855 2.470 1.412
H -0.175 6.234 -1.219
H 5.275 0.225 -5.081
H -2.325 -2.868 -3.947
H 2.609 -3.381 -4.416
H -1.852 -3.420 -1.571
H -3.216 5.968 2.164
H -1.614 2.504 -3.756
H 3.912 -0.887 -4.987
H 0.091 2.456 7.233
H -5.804 -2.228 -2.780
H 0.146 6.815 0.897
H 3.658 2.821 -4.833
H -1.073 3.658 2.473
H -1.421 7.314 0.212
H -5.401 -3.657 -1.845
H 3.825 2.975 -3.073
H -3.421 5.818 0.412
H -3.716 -3.962 -3.859
H -0.119 4.399 -3.222
H 4.075 -0.733 -2.443
H -3.867 2.027 -3.310
H 1.828 -0.235 -5.522
H 5.212 2.474 -4.055
H 2.150 -0.167 3.334
H -1.056 -3.540 1.257
H 2.489 2.140 1.963
H 1.048 -2.152 -2.898
H 3.260 -2.693 3.352
H -1.180 7.281 1.957
H 3.315 -3.054 0.397
H 5.493 0.285 -2.738
H -5.205 -0.329 -3.088
H 2.372 -5.020 3.347
H -3.342 -4.361 -1.409
H -3.022 -3.025 -0.307
H 2.508 3.475 3.848
H 0.170 -5.456 2.233
H -3.368 4.366 1.428
H 1.577 0.469 0.561
H -5.410 -2.085 -1.050
H 3.790 0.607 -5.948
H -0.739 0.403 -4.906
H 3.133 -0.523 1.922